{
  "formula": "C3H9N3",
  "method": "wB97M-V/def2-TZVPD",
  "charge": 0,
  "spin_multiplicity": 1,
  "fmax_ev_per_a": 0.5,
  "gap_ev": 8.4,
  "symbols": ["N", "N", "C", "C", "H", "H", "H", "H", "H", "H", "C", "N", "H", "H", "H"],
  "coordinates": [[1.4262, -0.7925, -1.1515], [0.5272, -0.6765, 1.5587], [0.7928, 0.4040, -0.6342], [0.4339, 0.4498, 0.7648], [2.0665, -1.2410, -0.5102], [0.7787, -1.4600, -1.5450], [0.3843, -1.5586, 1.0884], [0.0967, -0.6330, 2.4690], [1.2993, 1.3193, -0.9490], [0.5288, 1.3877, 1.3003], [-2.0776, 0.5831, -0.3152], [-1.7738, 0.3993, -1.4778], [-0.2553, 0.4644, -1.2433], [-3.0581, 0.6544, 0.1590], [-1.1697, 0.6995, 0.4861]],
  "forces_ev_per_angstrom": [[-0.056, 0.066, 0.054], [-0.042, 0.029, -0.091], [0.154, -0.045, 0.314], [-0.095, -0.098, -0.324], [-0.064, 0.020, 0.002], [0.006, 0.029, 0.040], [0.006, 0.070, 0.001], [0.025, 0.020, -0.075], [-0.046, -0.034, 0.024], [-0.036, -0.027, -0.039], [-0.014, -0.101, -0.492], [0.172, 0.053, 0.451], [-0.324, 0.000, -0.007], [0.090, 0.006, 0.023], [0.223, 0.012, 0.118]],
  "mulliken_charge": [-0.625, -0.472, -0.177, -0.430, 0.247, 0.254, 0.213, 0.234, 0.290, 0.452, -0.101, -0.658, 0.360, 0.322, 0.090]
}